(1)
{
  "formula": "C30H24ClHfNO2PS2",
  "method": "wB97M-V/def2-TZVPD",
  "orbital_gap_ev": 7.0,
  "e_homo_ha": -0.42934,
  "total_charge": 1,
  "lumo_energy_ev": -4.693,
  "energy_ev": -81865.173,
  "species": ["C", "C", "C", "H", "C", "C", "H", "H", "H", "H", "Hf", "Cl", "P", "C", "C", "H", "C", "H", "C", "H", "C", "H", "C", "H", "C", "C", "H", "C", "H", "C", "H", "C", "H", "C", "H", "C", "C", "H", "C", "H", "C", "H", "C", "H", "C", "H", "O", "S", "O", "N", "C", "S", "C", "C", "C", "C", "C", "C", "H", "H", "H", "H"],
  "xyz": [[1.3562, 0.2021, 1.7626], [1.0340, 1.4837, 1.2206], [-0.3772, 1.6648, 1.3719], [1.7316, 2.1849, 0.8004], [-0.8922, 0.4961, 1.9895], [0.1805, -0.3970, 2.2622], [0.0949, -1.3803, 2.6886], [2.3302, -0.2541, 1.7360], [-0.9475, 2.5284, 1.0787], [-1.9330, 0.2949, 2.1750], [0.0000, 0.0000, 0.0000], [-1.8899, -1.3296, -0.5040], [-0.3758, 1.1766, -1.9187], [-1.7216, 2.4173, -1.7609], [-1.6040, 3.7211, -2.2392], [-0.6822, 4.0513, -2.6955], [-2.6679, 4.6062, -2.1335], [-2.5608, 5.6171, -2.5043], [-3.8621, 4.1971, -1.5592], [-4.6908, 4.8879, -1.4782], [-3.9900, 2.8946, -1.0952], [-4.9216, 2.5640, -0.6559], [-2.9281, 2.0097, -1.1918], [-3.0334, 0.9938, -0.8386], [1.0944, 2.1506, -2.3968], [1.5792, 3.1544, -1.5577], [1.0306, 3.4275, -0.6667], [2.7511, 3.8242, -1.8679], [3.1097, 4.6095, -1.2156], [3.4625, 3.4884, -3.0128], [4.3809, 4.0077, -3.2528], [2.9919, 2.4834, -3.8438], [3.5434, 2.2125, -4.7340], [1.8137, 1.8170, -3.5406], [1.4559, 1.0319, -4.1898], [-0.8284, 0.2956, -3.4625], [-1.5394, 0.9679, -4.4560], [-1.8628, 1.9871, -4.3006], [-1.8454, 0.3328, -5.6486], [-2.4001, 0.8633, -6.4110], [-1.4502, -0.9815, -5.8580], [-1.6926, -1.4792, -6.7882], [-0.7466, -1.6538, -4.8703], [-0.4410, -2.6800, -5.0230], [-0.4369, -1.0226, -3.6743], [0.1083, -1.5499, -2.9103], [4.2175, -2.0470, 3.3033], [3.5884, -3.3435, 2.7744], [4.6889, -4.2858, 2.2629], [3.0703, -2.7289, 1.2150], [1.8115, -2.8952, 0.9957], [1.0852, -2.3874, -0.5784], [1.0962, -3.5886, 2.0920], [-0.2604, -3.9292, 2.1716], [-0.7366, -4.5492, 3.3429], [0.1403, -4.8280, 4.4084], [1.4974, -4.4914, 4.3106], [1.9456, -3.8746, 3.1448], [-0.9389, -3.7051, 1.3599], [-1.7840, -4.8078, 3.4314], [-0.2333, -5.3011, 5.3089], [2.1800, -4.7015, 5.1251]],
  "nbo_charge": [-0.377, -0.385, -0.409, 0.284, -0.375, -0.279, 0.285, 0.310, 0.291, 0.283, 1.723, -0.357, 0.690, -0.341, -0.201, 0.233, -0.195, 0.234, -0.174, 0.234, -0.200, 0.231, -0.160, 0.228, -0.338, -0.239, 0.211, -0.136, 0.223, -0.185, 0.235, -0.186, 0.236, -0.184, 0.237, -0.229, -0.213, 0.227, -0.187, 0.231, -0.171, 0.233, -0.199, 0.234, -0.203, 0.222, -0.845, 2.054, -0.815, -0.583, 0.102, -0.193, -0.035, -0.222, -0.165, -0.193, -0.142, -0.321, 0.247, 0.234, 0.239, 0.247]
}


(2)
{
  "formula": "C30H24ClN2O2PtS",
  "method": "wB97M-V/def2-TZVPD",
  "orbital_gap_ev": 6.8,
  "e_homo_ha": -0.39855,
  "total_charge": 1,
  "lumo_energy_ev": -4.037,
  "energy_ev": -65173.263,
  "e_above_lowest_kcal_mol": 40.50,
  "species": ["Pt", "Cl", "C", "C", "C", "C", "O", "C", "C", "N", "C", "C", "C", "C", "C", "C", "C", "C", "N", "C", "C", "H", "H", "H", "H", "H", "H", "H", "H", "H", "H", "O", "S", "C", "C", "C", "C", "C", "C", "C", "C", "C", "C", "C", "C", "C", "C", "H", "H", "H", "H", "H", "H", "H", "H", "H", "H", "H", "H", "H", "H"],
  "xyz": [[-0.2561, -0.4221, 0.1759], [5.4493, 0.7659, 4.3660], [4.2944, 0.3229, 3.1584], [4.7449, -0.1621, 1.9169], [3.8551, -0.5141, 0.9415], [2.4619, -0.3879, 1.1370], [1.6818, -0.7077, 0.1446], [2.0070, 0.0766, 2.4054], [0.6517, 0.1969, 2.7860], [-0.4051, -0.0498, 2.0687], [-1.7378, 0.1440, 2.5201], [-2.1438, 0.2933, 3.8181], [-3.5086, 0.5124, 4.0991], [-4.4429, 0.5678, 3.1053], [-4.0544, 0.3818, 1.7594], [-4.9430, 0.3951, 0.6598], [-4.4614, 0.1902, -0.6013], [-3.0912, -0.0491, -0.7872], [-2.2432, -0.0807, 0.2172], [-2.6977, 0.1535, 1.4849], [2.9613, 0.4298, 3.3985], [5.8087, -0.2544, 1.7429], [4.1998, -0.8878, -0.0117], [0.4670, 0.5317, 3.8021], [-1.4421, 0.2397, 4.6387], [-3.8106, 0.6346, 5.1301], [-5.4857, 0.7414, 3.3357], [-5.9981, 0.5683, 0.8296], [-5.1106, 0.1997, -1.4646], [-2.6862, -0.2194, -1.7767], [2.6154, 0.7903, 4.3588], [0.4120, 2.3340, 0.1331], [1.4149, 3.0730, -0.6958], [1.6996, 2.0301, -2.1721], [3.0974, 2.1641, -2.7026], [3.9786, 1.0935, -2.6029], [5.2797, 1.2042, -3.0718], [5.7147, 2.3916, -3.6406], [4.8409, 3.4648, -3.7468], [3.5392, 3.3495, -3.2842], [0.4743, 4.4392, -1.4733], [-0.8281, 3.9920, -2.0563], [-1.9049, 3.7004, -1.2202], [-3.1072, 3.2632, -1.7554], [-3.2465, 3.1023, -3.1281], [-2.1809, 3.3948, -3.9674], [-0.9807, 3.8408, -3.4327], [0.9365, 2.2441, -2.9204], [1.5332, 1.0241, -1.7874], [3.6350, 0.1631, -2.1643], [5.9527, 0.3595, -2.9991], [6.7287, 2.4797, -4.0069], [5.1726, 4.3918, -4.1954], [2.8630, 4.1909, -3.3852], [1.1333, 4.8972, -2.2122], [0.3373, 5.1500, -0.6573], [-1.7967, 3.8315, -0.1519], [-3.9469, 3.0683, -1.0994], [-4.1906, 2.7760, -3.5455], [-2.2886, 3.2938, -5.0392], [-0.1583, 4.0909, -4.0940]],
  "nbo_charge": [0.982, 0.033, -0.092, -0.150, -0.227, 0.408, -0.689, -0.247, 0.222, -0.427, 0.104, -0.187, -0.178, -0.169, -0.096, -0.084, -0.258, 0.108, -0.455, 0.212, -0.139, 0.241, 0.228, 0.210, 0.230, 0.239, 0.235, 0.238, 0.248, 0.224, 0.228, -1.028, 1.265, -0.655, 0.038, -0.242, -0.186, -0.205, -0.195, -0.233, -0.638, 0.042, -0.225, -0.212, -0.219, -0.205, -0.241, 0.245, 0.239, 0.209, 0.219, 0.224, 0.223, 0.200, 0.238, 0.248, 0.226, 0.212, 0.219, 0.225, 0.216]
}


(3)
{
  "formula": "C30H24N6O5S2",
  "method": "wB97M-V/def2-TZVPD",
  "orbital_gap_ev": 7.4,
  "e_homo_ha": -0.29814,
  "lumo_energy_ev": -0.706,
  "smiles": "C=CCc1cc(N)c(N=C=S)c2c1Nc1cc(N=C=O)cc(C)c1S2.O=[N+]([O-])c1ccccc1.O=[N+]([O-])c1ccccc1",
  "energy_ev": -72336.317,
  "e_above_lowest_kcal_mol": 110.14,
  "species": ["C", "C", "C", "C", "C", "C", "N", "C", "N", "C", "S", "C", "C", "N", "C", "C", "C", "N", "C", "O", "C", "C", "C", "C", "S", "H", "H", "H", "H", "H", "H", "H", "H", "H", "H", "H", "H", "H", "H", "C", "C", "C", "C", "C", "C", "N", "O", "O", "H", "H", "H", "H", "H", "C", "C", "C", "C", "C", "C", "N", "O", "O", "H", "H", "H", "H", "H"],
  "xyz": [[-0.7062, 3.2257, 1.4920], [-1.0550, 2.6889, 0.2581], [-0.2884, 1.4959, -0.4226], [-0.0380, 1.8189, -1.9372], [-1.1748, 2.2291, -2.8239], [-0.9744, 2.5462, -4.2739], [-2.1289, 2.9020, -5.0621], [0.3679, 2.4586, -4.8927], [0.6872, 2.7051, -6.2967], [0.2615, 3.8084, -6.6943], [-0.6005, 4.9198, -7.4988], [1.4877, 2.0412, -4.0117], [1.3154, 1.7221, -2.5549], [2.4528, 1.2766, -1.7241], [3.1371, 0.1465, -2.3677], [3.3949, -1.1373, -1.6765], [4.0844, -2.2437, -2.3814], [4.2934, -3.5454, -1.6876], [3.2827, -4.2429, -1.9240], [2.2666, -4.7239, -2.2218], [4.5980, -2.1515, -3.7778], [4.3406, -0.8595, -4.4826], [4.8276, -0.6400, -5.9698], [3.6198, 0.2248, -3.7920], [3.2135, 1.8243, -4.6144], [-0.5486, 4.3427, 1.5299], [-0.5266, 2.6104, 2.4129], [-1.9121, 3.1501, -0.3179], [-0.9134, 0.5428, -0.3948], [0.6867, 1.2392, 0.0848], [-2.1960, 2.2701, -2.3472], [-2.9568, 2.8054, -4.4672], [-2.1983, 2.3084, -5.8926], [3.1230, 2.0534, -1.6069], [3.0411, -1.2532, -0.6121], [5.1238, -3.0020, -4.2738], [4.1619, -1.1389, -6.7265], [5.8870, -1.0472, -6.0061], [4.9123, 0.4614, -6.1937], [1.8406, -1.3713, 6.2257], [0.7039, -1.7724, 5.5333], [-0.1150, -0.8250, 4.9356], [0.2159, 0.5202, 5.0336], [1.3461, 0.9314, 5.7297], [2.1593, -0.0214, 6.3276], [-0.6352, 1.5197, 4.3815], [-1.6304, 1.1243, 3.7949], [-0.2991, 2.6918, 4.4576], [2.4821, -2.1141, 6.6873], [0.4578, -2.8251, 5.4568], [-0.9967, -1.1493, 4.3989], [1.6048, 1.9798, 5.8123], [3.0450, 0.2869, 6.8708], [-6.3825, -1.3733, 2.9412], [-6.2866, -2.5291, 2.1748], [-5.0943, -3.2384, 2.1330], [-4.0057, -2.7829, 2.8666], [-4.0908, -1.6244, 3.6293], [-5.2857, -0.9190, 3.6638], [-2.7517, -3.5442, 2.8439], [-2.7069, -4.5432, 2.1493], [-1.8241, -3.1348, 3.5258], [-7.3173, -0.8243, 2.9761], [-7.1440, -2.8788, 1.6117], [-5.0303, -4.1374, 1.5327], [-3.2440, -1.2624, 4.1986], [-5.3639, -0.0159, 4.2573]],
  "nbo_charge": [-0.407, -0.175, -0.493, 0.010, -0.263, 0.167, -0.813, 0.043, -0.475, 0.276, 0.054, -0.166, 0.189, -0.679, 0.133, -0.255, 0.150, -0.587, 0.888, -0.467, -0.244, -0.035, -0.646, -0.090, 0.242, 0.208, 0.205, 0.195, 0.225, 0.253, 0.218, 0.378, 0.383, 0.391, 0.244, 0.240, 0.235, 0.224, 0.232, -0.178, -0.197, -0.212, 0.081, -0.207, -0.213, 0.512, -0.383, -0.375, 0.220, 0.232, 0.256, 0.247, 0.223, -0.174, -0.212, -0.207, 0.079, -0.201, -0.207, 0.521, -0.363, -0.398, 0.221, 0.224, 0.249, 0.246, 0.228]
}